ORCA calculation (wB97M-V/def2-TZVPD) on a molecular structure, C63H51BrN5O4P2Tl at a distorted geometry.

CARTESIAN COORDINATES (ANGSTROEM)
Tl -1.1767 -0.8226 -0.7151
C -3.5718 -4.8093 0.8796
O -2.3033 -5.1784 0.3815
C -2.1108 -4.9987 -0.9779
C -1.8505 -6.1035 -1.7515
C -1.5856 -5.9748 -3.1204
C -1.5051 -4.7293 -3.6809
C -1.6803 -3.5628 -2.9071
C -1.3480 -2.3200 -3.5048
N -1.2555 -1.1513 -2.9350
N -0.8730 -0.1258 -3.7104
C -0.3548 0.9262 -3.1325
O -0.1221 1.0184 -1.8748
C -0.0541 2.0523 -4.0335
C 0.3629 3.2713 -3.5097
C 0.5917 4.3461 -4.3464
C 0.3944 4.2169 -5.7107
C -0.0043 2.9991 -6.2392
C -0.2191 1.9180 -5.4093
C -2.0866 -3.6781 -1.5387
O -2.4416 -2.6609 -0.8424
H -4.3498 -5.4783 0.4876
H -3.8230 -3.7748 0.6320
H -3.5090 -4.9242 1.9614
H -1.8577 -7.0789 -1.2841
H -1.4402 -6.8608 -3.7204
H -1.2728 -4.6155 -4.7316
H -1.0700 -2.3422 -4.5611
H 0.4898 3.3622 -2.4409
H 0.9124 5.2922 -3.9365
H 0.5402 5.0657 -6.3620
H -0.1501 2.8959 -7.3040
H -0.5204 0.9614 -5.8042
Br 3.0232 -4.8239 4.3269
C 2.2253 -3.9839 2.8065
C 3.1337 -3.7990 1.6461
C 2.4058 -3.0086 0.5547
C 0.9420 -2.7521 0.5654
O 0.4866 -2.3145 -0.5165
C 0.2679 -2.8586 1.8073
C -0.9675 -2.2961 2.1174
N -1.6429 -1.3923 1.4341
C -2.8342 -0.8778 1.8952
C -3.3177 -1.0536 3.1854
C -4.5311 -0.5213 3.6101
C -5.3188 0.2090 2.7626
C -4.8883 0.4347 1.4461
C -5.6739 1.1598 0.5271
C -5.2556 1.3001 -0.7668
C -4.0268 0.7374 -1.1261
N -3.2600 0.1006 -0.2735
C -3.6455 -0.0965 1.0010
C 0.9537 -3.5818 2.8660
H 3.5930 -4.7471 1.3479
H 2.7508 -3.2366 -0.4533
H -1.3641 -2.6107 3.0822
H -2.7374 -1.6084 3.9037
H -4.8431 -0.7031 4.6266
H -6.2730 0.5995 3.0763
H -6.6115 1.5741 0.8685
H -5.8413 1.8326 -1.4978
H -3.6799 0.8010 -2.1482
H 0.3791 -3.7637 3.7640
C 0.8505 2.9755 0.9232
N 2.1665 2.4674 1.0512
C 2.6903 1.9430 -0.1728
P 2.0652 0.2109 -0.6333
C 2.5444 0.1903 -2.4007
C 2.2619 -0.9966 -3.0722
C 2.5587 -1.1357 -4.4130
C 3.1293 -0.0831 -5.1085
C 3.3945 1.1051 -4.4547
C 3.1066 1.2447 -3.1083
C 3.4775 -0.8147 -0.0223
C 4.6663 -1.0144 -0.6103
C 5.6076 -1.9920 -0.0950
C 5.3774 -2.7310 0.9935
C 4.1235 -2.6089 1.7948
C 3.0870 -1.7150 1.0918
C 2.7812 2.2558 2.2761
C 2.3667 2.9242 3.4361
C 3.0055 2.7242 4.6419
C 4.0823 1.8601 4.7418
C 4.5120 1.2019 3.6037
C 3.8802 1.3966 2.3910
P -0.5921 1.7275 0.6757
C -1.7506 3.0920 0.2688
C -2.0088 4.1364 1.1559
C -2.8199 5.1920 0.7821
C -3.3600 5.2363 -0.4941
C -3.0683 4.2306 -1.3995
C -2.2668 3.1695 -1.0193
C -0.8929 1.4304 2.4622
C 0.1167 0.7463 3.1350
C 0.0521 0.5554 4.5006
C -1.0393 1.0326 5.2104
C -2.0833 1.6451 4.5379
C -2.0225 1.8261 3.1678
H 0.7890 3.6293 0.0434
H 0.5666 3.5561 1.7998
H 3.7832 1.9639 -0.1785
H 2.3087 2.5837 -0.9733
H 1.7968 -1.8074 -2.5282
H 2.3437 -2.0656 -4.9168
H 3.3716 -0.1900 -6.1545
H 3.8228 1.9404 -4.9898
H 3.3368 2.1865 -2.6358
H 4.9653 -0.4406 -1.4746
H 6.5444 -2.0988 -0.6257
H 6.1085 -3.4352 1.3662
H 4.3702 -2.3479 2.8297
H 2.4346 -1.2160 1.8122
H 1.5375 3.6141 3.4187
H 2.6532 3.2569 5.5133
H 4.5789 1.7085 5.6871
H 5.3499 0.5214 3.6531
H 4.2467 0.8567 1.5331
H -1.5614 4.1276 2.1397
H -3.0219 5.9908 1.4846
H -3.9872 6.0662 -0.7855
H -3.4565 4.2791 -2.4067
H -2.0173 2.4080 -1.7348
H 0.9659 0.3798 2.5727
H 0.8596 0.0561 5.0155
H -1.0794 0.9215 6.2836
H -2.9536 1.9935 5.0752
H -2.8546 2.2775 2.6463

HOMO: -7.0 eV
Total charge: 0